No. 1
# C10H9NO2

The molecule C10H9NO2 (ωB97M-V with the def2-TZVPD basis set, the OMol25 dataset).

The geometry in ORCA input format:
```
! RIJCOSX wB97M-V def2-TZVPD def2/J DEFGRID3
* xyz 0 1
C -3.442 0.521 0.273
C -3.008 -0.710 0.634
C -2.520 1.473 -0.122
C -1.678 -1.138 0.448
C -1.111 1.103 -0.214
C -0.729 -0.263 -0.012
C -0.353 2.170 -0.460
C 1.650 0.362 0.486
C 0.744 -0.579 -0.257
C 3.485 -0.993 -0.249
N 2.933 0.184 0.428
O 0.271 3.109 -0.704
O 3.793 0.974 0.968
H -4.562 0.583 0.395
H -3.809 -1.282 1.023
H -2.929 2.495 -0.339
H -1.230 -2.051 0.633
H 0.738 -1.754 -0.103
H 0.837 -0.434 -1.302
H 3.378 -1.834 0.270
H 3.079 -1.018 -1.313
H 4.464 -0.919 -0.487
*
```

Calculated values
Frontier orbital gap (spin up / spin down), eV: 4.813 / 4.810
Lowest unoccupied orbital energy (spin up / spin down), eV: -1.871 / -1.873
Calculated total energy, eV: -16093.01846

=====

No. 2
# C4H8N3S

A 2-piece molecular cluster, C4H8N3S overall (ωB97M-V with the def2-TZVPD basis set, the OMol25 dataset).

The geometry in ORCA input format:
```
! RIJCOSX wB97M-V def2-TZVPD def2/J DEFGRID3
* xyz 1 1
C 1.721 1.325 -0.390
C 1.254 1.266 0.893
C 0.609 -0.555 -0.154
C -0.014 -1.853 -0.361
N 1.310 0.191 -1.015
N 0.577 0.100 1.010
N -0.600 -2.359 0.630
S -2.470 1.069 -0.222
H 2.302 2.082 -0.878
H 1.366 1.966 1.696
H 0.078 -2.277 -1.365
H 0.079 -0.260 1.816
H -1.038 -3.265 0.491
H 1.495 -0.044 -1.982
H -3.573 0.381 0.016
H -3.098 2.232 -0.185
*
```

Calculated values
Frontier orbital gap, eV: 8.648
Lowest unoccupied orbital energy, eV: -4.387
Calculated total energy, eV: -19576.77579

=====

No. 3
# C26H44B5F26N8O6S2

A 11-piece molecular cluster, C26H44B5F26N8O6S2 overall (ωB97M-V with the def2-TZVPD basis set, the OMol25 dataset).

The geometry in ORCA input format:
```
! RIJCOSX wB97M-V def2-TZVPD def2/J DEFGRID3
* xyz -3 1
C -2.217 -0.328 -1.227
C -2.057 -1.675 -0.495
N -1.101 -1.601 0.630
C 0.258 -1.648 0.449
C 0.801 -1.868 1.659
N -0.176 -1.688 2.592
C -1.340 -1.495 1.934
C -0.054 -1.902 4.026
H -1.420 -0.236 -1.971
H -2.110 0.463 -0.490
H -3.166 -0.289 -1.754
H -1.795 -2.558 -1.077
H -3.016 -1.960 -0.061
H 0.662 -1.732 -0.541
H 1.788 -2.229 1.913
H -2.336 -1.428 2.348
H 0.961 -2.157 4.313
H -0.676 -2.720 4.377
H -0.417 -1.011 4.536
C -1.777 2.830 4.363
C -0.828 1.711 4.755
N 0.248 1.569 3.765
C 0.191 1.643 2.391
C 1.484 1.542 1.972
N 2.284 1.468 3.067
C 1.510 1.461 4.157
C 3.733 1.317 3.101
H -1.335 3.664 3.814
H -2.253 3.326 5.214
H -2.630 2.424 3.827
H -1.459 0.830 4.894
H -0.361 1.952 5.708
H -0.744 1.759 1.870
H 1.908 1.567 0.979
H 1.849 1.522 5.174
H 4.070 0.463 3.679
H 4.179 2.270 3.391
H 4.068 1.177 2.073
C -1.976 7.196 -6.067
C -2.442 5.800 -5.705
N -1.463 5.080 -4.890
C -0.123 4.926 -5.143
C 0.327 4.016 -4.253
N -0.714 3.704 -3.411
C -1.812 4.230 -3.942
C -0.619 2.673 -2.367
H -1.697 7.740 -5.159
H -2.774 7.751 -6.550
H -1.046 7.180 -6.638
H -2.683 5.201 -6.583
H -3.342 5.877 -5.097
H 0.423 5.269 -6.003
H 1.313 3.582 -4.276
H -2.835 3.989 -3.670
H -1.549 2.117 -2.303
H -0.430 3.163 -1.415
H 0.209 2.021 -2.625
C 7.395 -2.390 -1.791
C 6.284 -1.628 -1.097
N 5.175 -2.550 -0.796
C 5.096 -3.416 0.241
C 3.900 -4.030 0.153
N 3.274 -3.525 -0.970
C 4.057 -2.603 -1.497
C 1.943 -3.893 -1.463
H 7.109 -3.075 -2.584
H 8.074 -2.850 -1.068
H 8.104 -1.702 -2.275
H 5.866 -0.842 -1.723
H 6.588 -1.232 -0.130
H 5.869 -3.513 0.984
H 3.441 -4.833 0.708
H 3.955 -2.057 -2.421
H 2.031 -4.851 -1.983
H 1.500 -3.134 -2.092
H 1.360 -4.184 -0.585
B 4.894 -2.408 3.405
F 6.242 -1.977 3.154
F 4.719 -3.761 3.142
F 4.605 -2.155 4.769
F 4.064 -1.606 2.567
B -3.754 -1.349 5.798
F -4.579 -0.378 5.234
F -2.419 -0.835 5.921
F -4.205 -1.705 7.079
F -3.674 -2.472 4.956
B -4.461 2.396 -4.832
F -4.899 3.608 -4.242
F -3.658 2.770 -5.959
F -3.624 1.698 -3.939
F -5.547 1.626 -5.218
B 2.966 1.046 -2.279
F 1.792 0.234 -2.132
F 3.357 1.413 -0.979
F 3.914 0.247 -2.936
F 2.604 2.160 -3.048
B 1.104 -5.062 3.107
F 1.681 -6.284 3.542
F 2.004 -3.988 3.350
F 0.730 -5.207 1.756
F -0.040 -4.783 3.901
C -3.951 3.476 -0.610
F -2.711 3.911 -0.948
F -4.805 3.896 -1.543
F -3.899 2.146 -0.616
S -4.507 4.204 1.034
O -3.558 5.281 1.267
O -5.876 4.602 0.813
O -4.361 3.047 1.898
C -4.573 -6.523 -1.259
F -5.551 -6.705 -0.369
F -3.569 -7.355 -0.937
F -5.001 -6.895 -2.484
S -4.063 -4.734 -1.311
O -2.881 -4.712 -2.158
O -5.247 -4.092 -1.835
O -3.781 -4.417 0.073
*
```

Calculated values
Frontier orbital gap, eV: 7.268
Lowest unoccupied orbital energy, eV: 4.359
Calculated total energy, eV: -147624.77047

=====

No. 4
# C15H25F9NO3P2Tc

C15H25F9NO3P2Tc as an isolated structure (ωB97M-V with the def2-TZVPD basis set, the OMol25 dataset).

The geometry in ORCA input format:
```
! RIJCOSX wB97M-V def2-TZVPD def2/J DEFGRID3
* xyz 1 4
C 3.648 1.836 -1.461
C 2.387 1.319 -1.325
N 1.918 0.993 -0.088
C 2.717 1.063 0.986
C 4.017 1.542 0.898
C 4.487 1.952 -0.372
C 1.539 0.952 -2.503
P -0.191 0.623 -1.994
Tc -0.193 0.158 0.185
P 0.658 -0.424 2.226
C 2.224 0.588 2.333
O 2.339 -1.307 -3.127
O 2.034 -1.827 -0.791
H 3.949 2.110 -2.454
H 4.640 1.509 1.750
H 5.459 2.363 -0.453
C -1.116 2.130 -2.349
C -0.842 -0.500 -3.266
H 2.984 -0.038 2.820
H 2.017 1.432 3.014
H 1.794 -0.225 -2.860
H 1.644 1.741 -3.273
C -0.223 0.048 3.718
C 1.166 -2.151 2.607
H 1.176 -1.407 -0.542
H 1.844 -2.805 -0.856
H 2.396 -1.612 -2.014
H 3.148 -0.968 -3.615
H -0.481 1.562 0.932
H -0.062 -1.480 0.422
H -1.058 2.463 -3.388
H -2.171 1.954 -2.109
H -0.730 2.948 -1.738
H -1.036 -0.033 -4.235
H -0.165 -1.327 -3.477
H -1.785 -0.931 -2.930
H 1.712 -2.135 3.566
H 0.234 -2.746 2.690
H 1.808 -2.501 1.775
H 0.359 -0.235 4.602
H -0.421 1.125 3.724
H -1.183 -0.478 3.738
F -2.846 -2.765 0.957
C -3.508 -1.711 1.488
F -4.799 -2.062 1.697
F -2.928 -1.540 2.709
C -3.371 -0.457 0.584
O -2.045 -0.249 0.222
C -4.141 -0.699 -0.737
F -5.475 -0.862 -0.577
F -3.936 0.342 -1.587
F -3.641 -1.779 -1.387
C -3.887 0.809 1.297
F -5.184 0.727 1.658
F -3.150 1.073 2.406
F -3.729 1.888 0.502
*
```

Calculated values
Frontier orbital gap (spin up / spin down), eV: 8.955 / 6.903
Expectation value of S²: 3.7643
Lowest unoccupied orbital energy (spin up / spin down), eV: -2.620 / -4.728
Calculated total energy, eV: -68819.63179

=====

Q: What is the calculated total energy in the third record?
A: -147624.77047 eV

=====

What did the first record say?
# C10H9NO2

The molecule C10H9NO2 (ωB97M-V with the def2-TZVPD basis set, the OMol25 dataset).

The geometry in ORCA input format:
```
! RIJCOSX wB97M-V def2-TZVPD def2/J DEFGRID3
* xyz 0 1
C -3.442 0.521 0.273
C -3.008 -0.710 0.634
C -2.520 1.473 -0.122
C -1.678 -1.138 0.448
C -1.111 1.103 -0.214
C -0.729 -0.263 -0.012
C -0.353 2.170 -0.460
C 1.650 0.362 0.486
C 0.744 -0.579 -0.257
C 3.485 -0.993 -0.249
N 2.933 0.184 0.428
O 0.271 3.109 -0.704
O 3.793 0.974 0.968
H -4.562 0.583 0.395
H -3.809 -1.282 1.023
H -2.929 2.495 -0.339
H -1.230 -2.051 0.633
H 0.738 -1.754 -0.103
H 0.837 -0.434 -1.302
H 3.378 -1.834 0.270
H 3.079 -1.018 -1.313
H 4.464 -0.919 -0.487
*
```

Calculated values
Frontier orbital gap (spin up / spin down), eV: 4.813 / 4.810
Lowest unoccupied orbital energy (spin up / spin down), eV: -1.871 / -1.873
Calculated total energy, eV: -16093.01846